23
Properties=species:S:1:pos:R:3:nbo_charge:R:1 method="wB97M-V/def2-TZVPD" homo_ev="-23.85 / -23.85" lumo_ha="-0.63166 / -0.63164" orbital_gap_ha="0.245 / 0.245" total_charge=+3
Pd 0.051 -0.043 -0.484 0.997
C 2.262 -1.900 -2.337 -0.689
C 1.124 -0.949 -2.319 0.125
C 1.321 0.463 -2.226 -0.132
C 0.253 1.442 -2.231 0.241
C 0.540 2.869 -2.284 -0.716
C -1.076 0.901 -2.038 -0.173
C -1.378 -0.501 -2.238 0.251
C -2.733 -1.028 -2.300 -0.718
C -0.228 -1.385 -2.216 -0.148
H 2.659 -2.051 -1.322 0.319
H 3.080 -1.496 -2.941 0.314
H 1.955 -2.872 -2.726 0.304
H 2.339 0.834 -2.106 0.323
H 1.077 3.175 -1.364 0.351
H -0.346 3.492 -2.389 0.309
H 1.280 3.069 -3.074 0.345
H -1.898 1.591 -1.845 0.331
H -2.956 -1.580 -1.363 0.354
H -2.797 -1.815 -3.066 0.344
H -3.496 -0.263 -2.433 0.310
H -0.419 -2.451 -2.090 0.323
Cl -0.736 0.678 1.372 0.036


36
Properties=species:S:1:pos:R:3:nbo_charge:R:1 method="wB97M-V/def2-TZVPD" homo_ev="-4.76 / -5.62" lumo_ha="0.05567 / 0.05479" orbital_gap_ha="0.231 / 0.261" spin_multiplicity=4 total_charge=-1
Co 0.088 -0.024 0.217 1.447
O -2.021 1.960 -2.125 -1.014
P -1.452 0.482 -2.478 2.566
O -1.506 0.270 -3.928 -1.133
O -0.124 0.311 -1.758 -1.251
O -2.511 -0.494 -1.721 -1.116
P -3.031 -0.466 -0.194 2.554
O -4.163 0.702 -0.220 -1.018
O -3.642 -1.762 0.143 -1.140
O -1.931 0.163 0.640 -1.249
H -2.262 2.032 -1.191 0.495
H -5.004 0.302 -0.466 0.495
N 3.608 -1.196 -1.738 -0.816
C 2.555 -0.994 -0.904 0.728
O 2.364 0.113 -0.405 -0.705
C 1.663 -2.185 -0.642 -0.528
C 0.729 -1.951 0.537 -0.957
H 4.067 -0.384 -2.116 0.394
H 3.636 -2.046 -2.274 0.390
H 2.309 -3.075 -0.590 0.186
H 1.079 -2.286 -1.565 0.247
H 1.247 -2.136 1.483 0.183
H -0.118 -2.638 0.488 0.211
Se 1.776 2.828 -0.492 1.081
N 0.506 2.124 0.537 -0.750
C -0.290 3.107 0.929 0.196
C -1.464 2.945 1.727 -0.231
C -2.170 4.055 2.054 -0.194
C -1.775 5.365 1.627 -0.211
C -0.674 5.559 0.862 -0.204
C 0.105 4.423 0.483 0.062
N 1.189 4.476 -0.269 -0.628
H -1.774 1.945 1.997 0.270
H -3.073 3.960 2.643 0.213
H -2.389 6.206 1.921 0.208
H -0.366 6.536 0.516 0.220


31
Properties=species:S:1:pos:R:3:nbo_charge:R:1 method="wB97M-V/def2-TZVPD" homo_ev=-5.37 lumo_ha=0.11506 orbital_gap_ha=0.312 total_charge=-1
O -0.304 -1.564 2.369 -0.537
C -1.383 -1.694 1.867 0.805
O -2.284 -0.640 1.853 -0.754
C -1.886 -3.003 1.296 -0.517
C -1.425 -3.280 -0.141 -0.407
C -1.965 -2.267 -1.172 -0.219
N -1.194 -2.148 -2.391 -0.978
S 0.110 -1.353 -2.335 2.257
O 1.078 -1.709 -1.313 -0.995
O 0.637 -1.074 -3.648 -0.966
C -0.346 0.366 -1.734 0.669
F 0.602 1.262 -2.057 -0.337
F -0.461 0.436 -0.377 -0.367
F -1.505 0.822 -2.227 -0.334
H -2.295 -0.239 0.975 0.499
H -1.517 -3.780 1.968 0.227
H -2.978 -3.023 1.324 0.208
H -1.842 -4.255 -0.411 0.194
H -0.341 -3.356 -0.208 0.244
H -2.152 -1.295 -0.692 0.131
H -2.958 -2.612 -1.481 0.184
N 1.782 2.600 0.470 -0.499
C 3.037 2.878 0.020 -0.056
C 3.508 3.960 0.720 -0.329
C 2.487 4.346 1.633 -0.324
C 1.437 3.482 1.451 -0.075
H 1.199 1.854 0.129 0.435
H 3.487 2.285 -0.758 0.214
H 4.473 4.421 0.593 0.209
H 2.521 5.158 2.340 0.208
H 0.478 3.421 1.937 0.208


25
Properties=species:S:1:pos:R:3:nbo_charge:R:1 method="wB97M-V/def2-TZVPD" homo_ev=-11.55 lumo_ha=-0.17098 orbital_gap_ha=0.253 total_charge=+1
C -2.349 -0.262 -0.935 -0.738
S -2.746 1.274 -0.029 0.868
C -4.073 0.609 1.061 -0.736
C -1.239 1.272 0.930 -0.070
C -0.730 2.695 1.113 0.185
N -0.221 3.714 1.223 -0.191
H -1.564 -0.006 -1.645 0.280
H -1.990 -1.039 -0.226 0.260
H -3.239 -0.622 -1.455 0.270
H -4.618 1.445 1.497 0.277
H -4.769 0.033 0.417 0.278
H -3.679 -0.040 1.852 0.265
H -1.373 0.768 1.887 0.258
F 0.022 0.754 0.609 -0.265
N 1.768 -0.263 -0.063 -0.432
C 2.847 0.446 -0.106 0.035
C 4.009 -0.206 -0.584 -0.207
C 3.940 -1.536 -0.979 -0.187
C 2.726 -2.192 -0.899 -0.215
C 1.573 -1.514 -0.407 0.019
H 2.823 1.516 0.218 0.202
H 4.919 0.365 -0.629 0.223
H 4.788 -2.027 -1.336 0.229
H 2.598 -3.213 -1.195 0.218
H 0.577 -1.969 -0.318 0.174


25
Properties=species:S:1:pos:R:3:nbo_charge:R:1 method="wB97M-V/def2-TZVPD" homo_ev=-7.49 lumo_ha=-0.00231 orbital_gap_ha=0.273
C 2.433 0.275 0.340 -0.019
C 1.469 -0.368 -0.472 -0.169
C 0.446 -0.648 0.422 0.134
C 0.081 -0.039 -2.512 0.215
C 1.420 -0.419 -1.920 -0.500
C -0.774 -1.318 0.254 -0.451
C -1.699 0.201 -0.859 0.178
C -1.461 1.482 -0.088 -0.690
C -0.031 0.015 2.779 -0.419
N 2.126 0.362 1.600 -0.266
N -1.052 0.206 -1.984 -0.531
N 0.884 -0.242 1.658 -0.189
I -3.723 -0.583 -0.746 0.056
H 3.371 0.628 -0.148 0.200
H 0.122 -0.050 -3.593 0.168
H 2.296 0.112 -2.348 0.245
H 1.439 -1.377 -2.346 0.242
H -0.904 -2.151 -0.404 0.230
H -1.392 -1.352 1.132 0.219
H -1.701 2.187 -0.848 0.230
H -0.362 1.451 0.047 0.236
H -2.119 1.411 0.834 0.229
H -0.861 0.767 2.485 0.203
H -0.518 -0.964 3.083 0.210
H 0.510 0.412 3.635 0.239


24
Properties=species:S:1:pos:R:3:nbo_charge:R:1 method="wB97M-V/def2-TZVPD" homo_ev=-8.08 lumo_ha=0.03025 orbital_gap_ha=0.327
C -3.347 1.018 -0.579 -0.600
C -2.860 -0.166 0.310 -0.411
C -1.364 -0.421 0.223 -0.054
C -0.559 0.037 1.274 -0.220
C 0.800 -0.202 1.225 -0.220
C 1.404 -0.933 0.162 0.120
N 2.768 -1.252 0.168 -0.465
C 3.655 -0.379 0.058 0.284
N 3.565 1.023 -0.075 -0.343
O 2.421 1.453 -0.729 -0.563
C 0.555 -1.501 -0.782 -0.224
C -0.831 -1.209 -0.800 -0.197
H -3.098 0.925 -1.629 0.207
H -4.432 1.157 -0.519 0.206
H -2.894 1.917 -0.174 0.201
H -3.446 -1.069 0.084 0.208
H -3.174 0.048 1.376 0.203
H -0.980 0.670 2.029 0.211
H 1.447 0.161 2.005 0.204
H 4.738 -0.631 0.170 0.168
H 4.374 1.387 -0.629 0.365
H 1.777 1.824 -0.030 0.482
H 0.944 -2.218 -1.514 0.218
H -1.462 -1.637 -1.625 0.218


no.,energy (Eh)
1,-936.82139
2,-5583.66986
3,-1458.46391
4,-957.30696
5,-811.97206
6,-534.82116